# 1
Below is a 2-piece molecular cluster, C4H14N2O overall at a distorted geometry, with properties calculated with ωB97M-V/def2-TZVPD.

```
! RIJCOSX wB97M-V def2-TZVPD def2/J DEFGRID3
* xyz 3 2
H 1.59 0.28 1.57
H -1.63 2.90 0.03
H 1.76 -1.20 -1.93
N -1.93 2.30 -0.76
H 1.92 -1.58 -0.22
C -0.17 0.53 -0.43
H -2.22 0.30 -1.21
H 0.57 -0.66 2.60
H -0.41 -1.67 0.28
C 0.19 -0.76 0.30
O 2.00 -1.71 1.65
H -2.21 0.72 0.57
H 0.29 0.40 -1.41
H 1.49 -2.61 -1.38
H -2.94 2.50 -0.78
C -1.71 0.80 -0.39
H 0.26 1.43 0.01
H -1.34 2.53 -1.56
H 2.07 -2.14 2.54
N 1.39 -1.62 -1.07
C 1.05 -0.72 1.60
*
```

Values from the calculation:
E_HOMO (spin up / spin down), eV: -25.3 / -25.3
Relative energy (zero: lowest compared OMol25 entry of this formula, charge and spin), kJ/mol: 351.9
Orbital gap (spin up / spin down), eV: 11.207 / 6.788
E_tot, a.u.: -344.1569
LUMO (spin up / spin down), eV: -14.1 / -18.5

Atomic partial charges in e from the natural (NBO) method, atoms 1 to 5:
1. H 0.402
2. H 0.452
3. H 0.470
4. N -0.677
5. H 0.398


# 2
Below is a 2-piece molecular cluster, C5H11N overall, with properties calculated with ωB97M-V/def2-TZVPD.

```
! RIJCOSX wB97M-V def2-TZVPD def2/J DEFGRID3
* xyz 0 1
H -0.85 -2.18 0.27
H -2.80 0.11 -1.14
H 2.17 0.89 -1.42
H -0.93 1.72 -0.31
N -0.47 -1.25 0.47
H 3.96 0.85 -1.06
C -1.27 -0.30 0.29
H -1.37 1.53 1.38
H -2.98 -1.45 -0.32
H 3.58 -0.89 0.62
H -3.36 0.06 0.53
H 0.26 1.08 0.84
C -0.79 1.09 0.57
C 2.77 -0.47 0.05
H 1.78 -0.86 0.26
C 2.98 0.47 -0.85
C -2.69 -0.41 -0.19
*
```

Values from the calculation:
E_HOMO, eV: -9.7
Relative energy (zero: lowest compared OMol25 entry of this formula, charge and spin), kJ/mol: 114.7
SMILES: CC(C)=N.C=C
Orbital gap, eV: 10.705
E_tot, a.u.: -251.8188
LUMO, eV: 1.0

Atomic partial charges in e from the natural (NBO) method, atoms 1 to 5:
1. H 0.335
2. H 0.226
3. H 0.184
4. H 0.217
5. N -0.646


# 3
Below is C18H20N3O4RhSe2 as an isolated structure at a distorted geometry, with properties calculated with ωB97M-V/def2-TZVPD.

```
! RIJCOSX wB97M-V def2-TZVPD def2/J DEFGRID3
* xyz 0 5
H -4.26 -1.85 -0.53
H -0.94 -1.43 0.88
H 5.85 1.28 -0.64
N 1.38 2.00 0.77
H 3.33 -1.60 -3.49
H -2.66 4.81 4.39
O -3.42 -3.81 -2.03
H -1.36 -3.92 -1.65
C 5.98 -0.33 -2.07
C -2.03 2.69 1.86
C -2.06 4.14 3.76
H -3.87 3.38 2.75
C -2.10 -2.25 -0.69
C 5.38 0.41 -1.13
H -3.64 -4.70 -2.12
C -2.26 -3.69 -1.13
H 7.03 -0.23 -2.25
C -0.64 4.04 3.90
H -2.86 -1.30 -2.38
C 3.34 1.32 -0.16
Se -0.37 -1.40 -3.01
H -0.11 4.54 4.66
H -1.92 -0.22 -1.38
C -3.41 -1.89 0.19
H 3.96 2.09 0.24
C 3.93 -1.17 -2.75
O -2.77 2.12 0.92
C 4.01 0.40 -1.09
N 3.29 -0.32 -1.94
C 5.29 -1.29 -2.83
H -3.58 -2.73 0.89
C 0.00 3.16 3.00
O -3.21 -0.73 0.88
H -2.16 1.45 0.54
O -0.64 0.97 0.20
H 5.81 -2.00 -3.49
H -1.02 -3.11 1.07
Se 0.89 -2.47 -0.45
H -3.90 -0.15 0.72
H 1.09 3.01 3.05
Rh 1.08 -0.17 -1.28
C -2.71 3.43 2.77
C -1.95 -1.23 -1.84
H -2.33 -4.36 -0.28
C -0.91 -2.31 0.31
N 2.04 1.14 0.02
C -0.64 2.52 1.94
C 0.05 1.76 0.88
*
```

Values from the calculation:
E_HOMO (spin up / spin down), eV: -7.1 / -7.8
Orbital gap (spin up / spin down), eV: 6.519 / 5.930
E_tot, a.u.: -6076.4317
LUMO (spin up / spin down), eV: -0.6 / -1.9

Atomic partial charges in e from the natural (NBO) method, atoms 1 to 5:
1. H 0.184
2. H 0.251
3. H 0.226
4. N -0.447
5. H 0.202


# 4
Below is one molecule with the formula C13H17NO5S, with properties calculated with ωB97M-V/def2-TZVPD.

```
! RIJCOSX wB97M-V def2-TZVPD def2/J DEFGRID3
* xyz 0 1
C -3.24 0.24 -0.15
H 2.91 -1.92 -0.41
H 5.58 -2.12 -2.00
H -1.19 1.26 -1.30
O 4.17 0.69 1.26
H 4.64 0.09 -1.67
C 5.06 -2.03 0.16
H -3.28 1.34 -0.20
S 3.47 0.96 0.03
O -5.54 0.14 -0.52
H 2.02 -0.43 2.06
C 4.90 -2.50 -1.25
O -4.79 -0.94 1.30
O 3.69 2.23 -0.60
H -7.70 0.95 -1.80
H 4.58 -3.52 -1.42
C -0.50 0.88 -0.56
H -8.76 -0.37 -1.27
H -0.43 -0.93 2.30
N 3.83 -0.20 -1.14
C 0.85 1.14 -0.69
H -7.26 0.37 0.59
C 1.30 -0.08 1.34
C -0.05 -0.35 1.47
C 1.73 0.66 0.26
H -3.07 -0.15 -1.17
H -7.34 -0.71 -2.28
C -7.73 -0.09 -1.48
H 1.23 1.73 -1.51
H 4.86 -2.71 0.97
H 5.85 -1.32 0.38
H -6.88 -1.30 0.12
O -2.26 -0.20 0.74
C -6.89 -0.26 -0.22
C 3.90 -1.55 -0.66
C -0.96 0.12 0.52
C -4.60 -0.27 0.32
*
```

Values from the calculation:
E_HOMO, eV: -9.2
Relative energy (zero: lowest compared OMol25 entry of this formula, charge and spin), kJ/mol: 163.3
SMILES: CCOC(=O)COc1ccc(S(=O)(=O)NC2CC2)cc1
Orbital gap, eV: 9.725
E_tot, a.u.: -1334.6701
LUMO, eV: 0.6

Atomic partial charges in e from the natural (NBO) method, atoms 1 to 5:
1. C -0.170
2. H 0.213
3. H 0.213
4. H 0.217
5. O -0.937


# 5
Below is C19H22BrInN as an isolated structure at a distorted geometry, with properties calculated with ωB97M-V/def2-TZVPD.

```
! RIJCOSX wB97M-V def2-TZVPD def2/J DEFGRID3
* xyz -1 1
C 2.46 0.77 3.68
C 1.42 1.49 -2.70
C -1.77 -2.64 -2.80
H -3.32 -2.87 -1.12
C -1.46 2.70 2.07
C -0.69 1.68 2.65
H 0.69 -1.89 4.45
Br 0.82 -3.31 -0.37
H 1.53 -0.52 1.58
C 2.15 0.67 -1.80
C 0.71 -0.46 2.34
N 1.35 -0.12 3.61
H -2.63 0.37 -3.93
C -2.71 -2.21 -1.77
H -1.77 3.55 2.67
C -0.32 0.56 1.90
C 1.91 -0.50 -3.77
H -1.36 -3.65 -2.88
H 0.03 -0.43 5.19
C -3.08 -0.84 -2.12
H -1.16 -1.69 -4.71
C -0.81 0.42 0.59
H -3.81 -0.25 -1.57
C -1.67 -1.62 -3.76
H 2.12 1.79 3.96
H -1.56 1.49 -1.13
H 3.17 0.43 4.44
H 2.92 -1.43 -1.99
H -2.26 3.51 0.20
C -1.76 2.66 0.70
C -2.45 -0.52 -3.33
C 2.42 -0.57 -2.44
H -0.30 1.78 3.67
H 1.73 -0.88 5.53
H 2.04 -1.24 -4.54
H 0.73 1.10 -4.80
C 1.25 0.76 -3.92
H 1.08 2.51 -2.51
C 0.94 -0.87 4.77
C -1.40 1.51 -0.05
H 2.95 0.84 2.70
H 2.48 0.96 -0.80
H 0.34 -1.50 2.46
In -0.98 -1.56 -0.37
*
```

Values from the calculation:
E_HOMO, eV: -2.7
Orbital gap, eV: 4.583
E_tot, a.u.: -3556.0350
LUMO, eV: 1.9

Atomic partial charges in e from the natural (NBO) method, atoms 1 to 5:
1. C -0.388
2. C -0.376
3. C -0.310
4. H 0.253
5. C -0.238


Which value of E_tot does entry 3 give? -6076.4317 a.u.


What is the E_tot in the fourth record? -1334.6701 a.u.


What did the fifth record say?
Below is C19H22BrInN as an isolated structure at a distorted geometry, with properties calculated with ωB97M-V/def2-TZVPD.

```
! RIJCOSX wB97M-V def2-TZVPD def2/J DEFGRID3
* xyz -1 1
C 2.46 0.77 3.68
C 1.42 1.49 -2.70
C -1.77 -2.64 -2.80
H -3.32 -2.87 -1.12
C -1.46 2.70 2.07
C -0.69 1.68 2.65
H 0.69 -1.89 4.45
Br 0.82 -3.31 -0.37
H 1.53 -0.52 1.58
C 2.15 0.67 -1.80
C 0.71 -0.46 2.34
N 1.35 -0.12 3.61
H -2.63 0.37 -3.93
C -2.71 -2.21 -1.77
H -1.77 3.55 2.67
C -0.32 0.56 1.90
C 1.91 -0.50 -3.77
H -1.36 -3.65 -2.88
H 0.03 -0.43 5.19
C -3.08 -0.84 -2.12
H -1.16 -1.69 -4.71
C -0.81 0.42 0.59
H -3.81 -0.25 -1.57
C -1.67 -1.62 -3.76
H 2.12 1.79 3.96
H -1.56 1.49 -1.13
H 3.17 0.43 4.44
H 2.92 -1.43 -1.99
H -2.26 3.51 0.20
C -1.76 2.66 0.70
C -2.45 -0.52 -3.33
C 2.42 -0.57 -2.44
H -0.30 1.78 3.67
H 1.73 -0.88 5.53
H 2.04 -1.24 -4.54
H 0.73 1.10 -4.80
C 1.25 0.76 -3.92
H 1.08 2.51 -2.51
C 0.94 -0.87 4.77
C -1.40 1.51 -0.05
H 2.95 0.84 2.70
H 2.48 0.96 -0.80
H 0.34 -1.50 2.46
In -0.98 -1.56 -0.37
*
```

Values from the calculation:
E_HOMO, eV: -2.7
Orbital gap, eV: 4.583
E_tot, a.u.: -3556.0350
LUMO, eV: 1.9

Atomic partial charges in e from the natural (NBO) method, atoms 1 to 5:
1. C -0.388
2. C -0.376
3. C -0.310
4. H 0.253
5. C -0.238